C12H40CdO17 | ωB97M-V with the def2-TZVPD basis set

Values from the calculation:
E   -52463.18966 eV
Frontier orbital gap   8.2 eV
LUMO   -1.258 eV
E_HOMO   -9.46 eV

Last column: Mulliken charge in e.
Cartesian coordinates (Å):
Cd -4.50 0.71 -3.13  0.57
O -6.82 1.15 -0.25  -0.77
O -5.02 -7.15 0.39  -0.53
O -1.70 -1.30 2.69  -0.17
O -2.74 2.08 -2.99  -0.40
O -3.92 3.41 2.19  -0.40
O -5.49 2.43 -2.02  -0.50
O -6.71 -2.07 -1.19  -0.72
O -3.59 -2.69 -2.41  -0.65
O 0.01 -2.44 1.81  -0.53
O -2.38 2.89 3.76  -0.50
O -4.43 -0.13 -1.12  0.85
O -0.73 -1.04 -4.06  -0.65
O -1.43 -3.45 3.20  -0.39
O 2.42 -3.47 -1.39  -0.55
O 1.30 0.12 0.71  -0.63
O -6.21 -0.27 -3.64  -0.90
O -1.77 3.26 1.63  -0.35
C -3.54 -0.32 -0.10  0.19
C -2.12 0.13 -0.38  0.70
C -2.95 -1.71 3.26  -0.16
C 0.06 -3.63 -1.68  -0.43
C -4.07 -6.26 -0.21  -0.43
C -2.66 3.15 2.64  0.64
C -2.44 3.75 0.48  -0.47
C -3.90 3.41 0.77  0.79
C -2.53 -3.00 3.99  -0.45
C -4.60 -4.84 -0.13  -0.49
C 1.26 -4.12 -0.89  -0.24
C -0.95 -2.41 2.50  0.67
H -3.46 -1.40 0.15  -0.38
H -1.69 -1.07 -3.95  0.27
H -0.39 -1.14 -3.16  0.36
H -2.32 4.84 0.44  0.36
H 0.87 -0.52 1.29  0.32
H -2.19 -2.77 5.00  0.26
H -3.92 -6.51 -1.27  0.28
H -3.86 0.14 0.86  0.15
H -5.41 -4.68 -0.84  0.36
H -1.47 -0.16 0.43  0.01
H -6.05 -1.36 -1.30  0.21
H -6.13 0.50 -0.50  0.18
H -0.51 -2.86 -1.15  -0.18
H -3.67 -1.88 2.46  0.06
H -2.10 3.34 -0.47  0.21
H -6.92 -2.08 -0.25  0.32
H -0.62 -4.45 -1.92  0.32
H -5.71 3.32 -2.33  0.24
H -4.98 -4.68 0.88  0.31
H -4.72 -8.05 0.19  0.30
H 0.92 0.97 0.96  0.29
H 1.36 -5.21 -1.00  0.35
H -6.88 1.13 0.71  0.34
H -3.43 -1.96 -3.02  0.18
H -4.55 4.19 0.37  0.31
H 3.20 -3.90 -1.01  0.28
H -2.09 1.22 -0.50  -0.65
H -6.75 0.40 -4.07  0.22
H -1.82 2.02 -3.29  0.27
H -3.30 -0.95 3.95  0.36
H -4.20 2.45 0.33  -0.53
H -6.02 2.22 -1.22  0.36
H 0.40 -3.23 -2.63  0.31
H -3.78 -4.16 -0.34  -0.06
H -3.32 -3.74 4.02  0.35
H 1.13 -3.89 0.17  0.19
H -3.08 -6.34 0.25  0.28
H -4.09 -2.26 -1.70  0.31
H -2.96 3.02 -2.98  0.27
H -1.73 -0.30 -1.31  -0.46